96
Properties=species:S:1:pos:R:3 method="wB97M-V/def2-TZVPD" max_force_ev_per_a=3.740 total_energy_ha=-8037.5796
S 2.85468 1.09845 3.22280
F 0.47700 2.49410 3.35868
F -4.29991 0.42562 2.51398
I 3.18395 -1.90959 4.96596
F -1.89434 1.90077 3.67287
H 0.52212 -1.00413 4.52500
H 6.88674 2.01007 0.46721
C -2.65399 1.76829 1.47085
F -6.40749 1.60264 1.55107
H 3.81459 3.62628 0.47106
H 1.15494 -4.72467 3.23989
H -2.37898 -0.29350 -8.07308
C 0.63192 1.55041 1.04312
O -2.90571 -0.57086 4.37803
O 1.47643 -3.13249 -0.69707
O -0.17631 -1.82605 1.20043
H 6.61460 1.85004 2.17338
H -3.16814 2.61025 -7.44820
C -0.11103 2.43697 2.15529
F -0.75232 2.98052 -6.05951
O -2.72374 -2.02282 2.29460
H 2.12354 0.58654 -0.88215
O 3.09618 -1.06632 1.97526
H 0.58299 -3.47462 -0.74544
F -7.47065 -0.05086 -0.32625
H 4.07986 -3.96294 -0.42456
F -2.66824 2.48599 0.33238
F -2.19492 0.52340 1.24564
C -3.34372 1.53532 -7.39679
H -3.27961 1.23057 -6.35513
C -6.19507 -0.40341 -0.14423
C -5.23730 0.82169 -0.30821
O -1.02559 1.26020 -8.23930
H -1.69629 -2.65824 5.39379
H 1.66458 0.63981 -2.97116
P -0.19836 -0.47990 3.44183
C -5.23443 1.81573 0.89457
H 4.17340 -2.30887 0.18155
C 0.63147 0.46095 -2.70285
C -1.68181 2.43139 2.45025
C 1.95290 -1.99991 2.02752
O -0.17447 -0.42215 -6.85509
P 2.09309 -3.47040 0.77560
C 2.72481 0.21537 1.59587
F 1.72583 2.31789 0.72073
H 0.85188 -1.47547 -2.04672
H -0.97876 -1.32550 0.97103
O -2.02425 -2.90665 4.52654
H 4.27918 2.64690 -0.88723
F -4.02238 0.36598 -0.62517
N 4.84104 1.88888 1.06012
C -0.45221 1.67393 -5.84245
H 2.93773 -3.54358 3.01837
F -5.70811 1.49671 -1.37353
C 0.75175 -4.00706 5.16620
C 4.60430 2.98106 0.09930
F -6.02680 -1.01635 1.03230
H 5.48589 3.59807 0.02611
C 3.87478 -3.32261 0.42029
H 0.43792 -3.13884 5.72836
H 2.70737 2.36968 2.82871
C 0.96565 -3.76050 3.68591
H 2.21112 -1.03081 -0.39387
C -0.16682 0.84515 -7.12641
H -3.24859 -2.82149 2.40053
C 0.76001 -1.00973 1.87064
H 0.80494 1.29146 -7.45902
C 1.53002 -0.19620 -0.44289
F -5.28002 3.08440 0.44693
O 4.38566 -0.07940 -0.30792
H 4.41919 -3.66534 1.28876
H 6.43362 0.44738 1.17257
Br -1.37333 -0.82748 -1.30539
C 0.53819 -0.56939 -1.56812
P -2.08533 -1.54735 3.66263
F 0.09363 3.68043 1.63750
H 1.64864 -4.44187 5.58158
C -2.34654 0.78218 -8.27254
H -2.65945 0.91539 -9.31339
H 0.09539 -3.36971 3.17888
F -1.42781 1.19715 -5.04154
B 4.04442 0.71052 0.74683
F -4.41103 2.54625 2.94310
C 6.26360 1.51664 1.20192
F 0.66823 1.68063 -5.07240
F -0.15500 1.66853 -0.03089
H 0.08042 1.36115 -2.47172
F -2.06493 3.72481 2.55643
F -5.86081 -1.27968 -1.11740
H -4.36430 1.32704 -7.73064
H -0.00613 -4.77572 5.26080
H 0.13127 0.01215 -3.54522
H 4.90705 0.40408 -0.95252
C 2.16728 -2.83911 3.30462
N 1.28297 0.18298 1.02157
C -4.13381 1.65284 1.97830